{"formula": "C23H33N3O5S2", "method": "ωB97M-V with the def2-TZVPD basis set", "elements": ["C", "C", "C", "C", "H", "H", "S", "C", "C", "H", "H", "C", "N", "C", "O", "C", "C", "N", "C", "C", "C", "C", "C", "C", "C", "O", "H", "S", "O", "O", "N", "C", "H", "C", "H", "O", "C", "H", "C", "H", "H", "H", "H", "H", "H", "H", "C", "C", "H", "H", "H", "H", "H", "H", "H", "H", "H", "H", "H", "H", "H", "H", "H", "H", "H", "H"], "xyz": [[-3.67540, 7.76594, -3.93575], [-3.17411, 6.88958, -5.07793], [-3.11358, 5.40506, -4.71512], [-2.06749, 5.10279, -3.65421], [-1.08554, 5.45530, -3.97388], [-2.32688, 5.55422, -2.69690], [-1.96843, 3.29563, -3.38082], [-0.97429, 3.26076, -1.85503], [0.49760, 3.55145, -2.10506], [0.90857, 2.78718, -2.76804], [0.60945, 4.52159, -2.59263], [1.28633, 3.58006, -0.79183], [1.26335, 2.31021, -0.11343], [0.49630, 2.08470, 0.96357], [-0.20681, 2.93161, 1.49464], [0.57247, 0.69270, 1.51137], [-0.19172, 0.44212, 2.60825], [-0.26767, -0.73634, 3.25509], [0.52749, -1.78211, 2.84537], [0.55500, -3.01260, 3.52332], [1.36315, -4.03616, 3.08461], [2.16945, -3.86025, 1.96758], [2.17219, -2.66566, 1.29514], [1.35010, -1.61473, 1.71163], [1.38673, -0.35921, 0.94183], [2.05653, -0.26066, -0.08464], [2.81912, -2.50998, 0.44517], [3.20826, -5.21902, 1.41323], [4.36603, -4.66641, 0.78211], [3.35978, -6.11830, 2.51891], [2.36733, -6.04081, 0.24589], [2.22170, -5.44661, -1.06265], [3.03921, -4.73891, -1.19204], [0.85706, -4.76436, -1.21240], [0.68404, -4.47480, -2.24975], [-0.19414, -5.64620, -0.87545], [-0.07393, -6.11634, 0.44844], [-0.92153, -6.78487, 0.60828], [1.25036, -6.86135, 0.64787], [1.40655, -7.13576, 1.69030], [1.25178, -7.76675, 0.03073], [-0.13913, -5.27023, 1.15170], [0.80798, -3.86922, -0.57397], [2.31208, -6.24420, -1.80871], [1.40482, -4.97877, 3.60710], [-0.04639, -3.17209, 4.40256], [-1.11973, -0.82538, 4.42772], [-0.33326, -0.56259, 5.70928], [0.47179, -1.28316, 5.82897], [0.10005, 0.43429, 5.68323], [-0.99433, -0.63105, 6.56861], [-1.59697, -1.80685, 4.45630], [-1.90738, -0.07627, 4.32334], [-0.79738, 1.25348, 2.99149], [1.77453, 1.52248, -0.50462], [2.32571, 3.85503, -0.99496], [0.84590, 4.31392, -0.11102], [-1.10524, 2.25573, -1.45538], [-1.40709, 3.97444, -1.15327], [-2.87483, 4.82661, -5.61043], [-4.09043, 5.07246, -4.35842], [-3.84383, 7.00563, -5.93272], [-2.18199, 7.22662, -5.38751], [-4.64342, 7.41514, -3.58475], [-2.98093, 7.75641, -3.09951], [-3.78497, 8.79485, -4.27081]], "lowdin_charge": [-0.114, -0.272, -0.302, -0.505, 0.076, 0.073, 0.854, -0.506, -0.243, 0.110, 0.100, -0.179, 0.083, -0.461, 0.038, -0.019, 0.034, -0.037, -0.117, 0.011, -0.048, -0.254, 0.010, -0.037, -0.307, 0.046, 0.131, 0.669, -0.267, -0.281, -0.235, -0.152, 0.119, -0.173, 0.132, -0.123, -0.181, 0.130, -0.156, 0.117, 0.135, 0.115, 0.114, 0.135, 0.120, 0.107, -0.188, -0.057, 0.072, 0.082, 0.079, 0.118, 0.126, 0.147, 0.115, 0.122, 0.121, 0.069, 0.080, 0.102, 0.107, 0.103, 0.105, 0.074, 0.064, 0.068], "multiplicity": 1, "smiles": "CCCCSCCCNC(=O)c1cn(CC)c2ccc(S(=O)(=O)N3CCOCC3)cc2c1=O", "homo_energy_ev": -8.32, "de_lowest_kcal_mol": 6.3, "gap_ev": 8.01, "lumo_energy_ev": -0.3}

=====

{"formula": "C23H34AsCoN6O8P2SSe", "method": "ωB97M-V with the def2-TZVPD basis set", "elements": ["Co", "Se", "N", "C", "C", "C", "C", "C", "N", "C", "C", "N", "C", "C", "C", "C", "C", "N", "H", "H", "H", "H", "H", "H", "C", "C", "O", "P", "O", "O", "O", "P", "O", "O", "O", "H", "H", "H", "H", "H", "H", "H", "C", "As", "C", "C", "S", "H", "H", "H", "H", "H", "H", "H", "H", "H", "C", "N", "C", "C", "C", "N", "C", "C", "O", "H", "H", "H", "H", "H", "H", "H", "H", "H", "H", "H", "H"], "xyz": [[0.49083, 0.76065, 0.68337], [7.81362, -0.65172, -0.50961], [6.54654, -1.49117, 0.42610], [5.45693, -0.78396, 0.31919], [4.19854, -1.15673, 0.95859], [4.00789, -2.27945, 1.76359], [2.75509, -2.50198, 2.30134], [1.71920, -1.61561, 2.03079], [1.89748, -0.54024, 1.27325], [3.10875, -0.32084, 0.74890], [3.19798, 0.86881, -0.07007], [2.05243, 1.55827, -0.16857], [2.05269, 2.71177, -0.83301], [3.20164, 3.19176, -1.44806], [4.37716, 2.46685, -1.38332], [4.38722, 1.27333, -0.66567], [5.55031, 0.41183, -0.47557], [6.71476, 0.66479, -1.00440], [4.83215, -2.95545, 1.94863], [2.56213, -3.36077, 2.92808], [0.72472, -1.77181, 2.42169], [1.12006, 3.25338, -0.87330], [3.15660, 4.13357, -1.97585], [5.28267, 2.81301, -1.86419], [-2.17630, -2.13060, 2.30528], [-2.64935, -1.41500, 1.04995], [-3.98103, -1.85749, 0.80086], [-1.55853, -1.72206, -0.37147], [-1.38280, -3.25561, -0.64833], [-2.32947, -1.16037, -1.62373], [-0.24422, -1.11024, -0.04235], [-2.63380, 0.40930, 1.17190], [-3.50969, 0.80025, 2.44982], [-3.21878, 0.87393, -0.11524], [-1.23760, 0.88461, 1.60869], [-2.24776, -3.20870, 2.16390], [-2.82254, -1.86041, 3.14047], [-1.15042, -1.86703, 2.55563], [-4.35468, -1.37350, 0.05064], [-2.15644, -3.71405, -1.01396], [-2.70521, -0.27256, -1.40171], [-4.46538, 0.71072, 2.31276], [-1.65563, 3.80848, 2.94373], [-0.40766, 2.55617, 3.67825], [-1.32513, 1.09518, 4.50782], [0.54784, 3.47567, 5.06457], [1.23706, 1.99565, 2.38259], [-2.26923, 4.15494, 3.77679], [-2.28299, 3.33248, 2.19616], [-1.10491, 4.64973, 2.52830], [-1.92291, 1.48491, 5.33135], [-0.57895, 0.40163, 4.89042], [-1.96771, 0.61501, 3.77519], [-0.17949, 3.88749, 5.76399], [1.13770, 4.28040, 4.63248], [1.19790, 2.77444, 5.58289], [-1.62404, 3.80179, -0.26516], [-1.66332, 3.21443, -1.58963], [-2.52404, 3.90585, -2.55382], [-3.04749, 2.93865, -3.59140], [-1.87367, 2.17932, -4.16918], [-1.14637, 1.51214, -3.09243], [-0.34934, 0.35686, -3.47563], [-1.06094, 2.04137, -1.85441], [-0.39265, 1.43013, -0.97533], [-2.61876, 3.77615, 0.18369], [-1.29694, 4.84224, -0.33301], [-0.94256, 3.24914, 0.37468], [-1.96564, 4.72052, -3.02442], [-3.34301, 4.35375, -1.99027], [-3.57350, 3.48091, -4.37561], [-3.75243, 2.24227, -3.13320], [-1.20232, 2.85486, -4.71122], [-2.19694, 1.41033, -4.87002], [-0.98812, -0.37502, -3.96887], [0.09545, -0.09817, -2.59786], [0.44043, 0.65734, -4.16956]], "lowdin_charge": [0.436, 1.216, -0.202, -0.335, -0.054, 0.058, 0.014, -0.060, 0.001, -0.129, -0.125, -0.023, -0.065, 0.014, 0.058, -0.055, -0.335, -0.203, 0.136, 0.127, 0.103, 0.118, 0.126, 0.136, -0.032, -0.585, -0.022, 0.492, -0.042, -0.097, -0.272, 0.407, -0.111, -0.257, -0.447, 0.102, 0.098, 0.055, 0.100, 0.124, 0.059, 0.120, -0.214, 0.871, -0.206, -0.237, 0.541, 0.063, 0.009, 0.057, 0.063, 0.057, -0.010, 0.056, 0.048, 0.051, -0.046, -0.053, -0.128, -0.134, -0.131, -0.060, -0.014, -0.445, -0.106, 0.094, 0.111, 0.047, 0.136, 0.131, 0.130, 0.127, 0.138, 0.132, 0.097, 0.074, 0.103], "multiplicity": 1, "homo_energy_ev": [-13.89, -13.89], "de_lowest_kcal_mol": 20.8, "total_charge": 2, "gap_ev": [7.17, 7.50], "lumo_energy_ev": [-6.7, -6.4]}

=====

{"formula": "C23H34BF10NO6PSi", "method": "ωB97M-V with the def2-TZVPD basis set", "elements": ["C", "C", "C", "O", "P", "B", "O", "O", "C", "F", "F", "C", "C", "Si", "C", "C", "C", "C", "C", "C", "C", "C", "O", "C", "N", "C", "C", "C", "O", "H", "H", "H", "H", "H", "H", "H", "H", "H", "H", "H", "H", "H", "H", "H", "H", "H", "H", "H", "H", "H", "H", "H", "H", "H", "H", "H", "H", "H", "H", "C", "C", "C", "F", "F", "F", "F", "O", "C", "C", "F", "F", "F", "F", "H", "H", "H", "H"], "xyz": [[-4.61416, -0.38060, 0.68255], [-3.99027, 0.31179, -0.26828], [-2.48759, 0.43985, -0.16133], [-1.82146, 0.66792, -1.36165], [-0.17624, 1.06647, -1.04653], [0.44210, -0.76050, -0.68332], [1.82227, -0.99126, -0.48022], [-0.37683, -1.92284, -0.64409], [-0.26656, 2.88054, -1.75822], [-1.18057, 2.87240, -2.80923], [-0.75559, 3.82088, -0.86348], [1.08620, 3.35003, -2.32217], [1.70993, 4.54428, -1.56541], [2.57316, 4.17104, 0.07523], [3.89133, 5.53682, 0.29258], [1.42944, 4.34966, 1.56645], [3.52019, 2.53632, 0.13036], [3.36290, 1.73652, 1.24696], [4.04492, 0.56148, 1.38727], [4.91732, 0.11933, 0.42026], [5.04307, 0.88904, -0.70097], [4.36936, 2.06972, -0.85431], [-0.54711, 1.49925, 0.61260], [-1.92052, 1.52386, 0.81620], [-2.33867, 1.49417, 2.22445], [-3.55468, 2.27874, 2.44621], [-1.31686, 2.10973, 3.04254], [-0.32915, 1.21562, 3.78221], [-1.23050, 3.31659, 3.20323], [-4.02879, -1.04683, 1.31379], [-5.67653, -0.28076, 0.89134], [-4.53944, 0.72947, -1.11005], [-2.22868, -0.50683, 0.36030], [0.10351, 0.71530, -2.45519], [1.18642, 1.43467, -0.71670], [2.17969, -1.13137, -1.36841], [-0.42887, -2.17688, 0.28684], [0.84016, 3.71578, -3.33003], [1.77682, 2.51705, -2.46992], [2.46751, 4.98077, -2.23502], [0.96964, 5.33626, -1.41098], [3.38152, 6.51035, 0.27289], [4.63747, 5.54069, -0.50859], [4.36270, 5.43088, 1.27582], [1.22995, 5.41026, 1.75222], [1.91954, 3.98142, 2.47530], [0.51798, 3.77831, 1.38029], [2.69325, 2.00335, 2.05754], [3.90394, -0.03954, 2.28209], [5.46715, -0.80331, 0.56326], [5.69668, 0.56783, -1.51094], [4.50198, 2.66640, -1.75440], [-2.36998, 2.46099, 0.41649], [-4.42175, 1.83663, 1.95573], [-3.77902, 2.36634, 3.51331], [-3.48097, 3.30706, 2.05884], [0.64639, 1.69758, 3.84084], [-0.29438, 0.23044, 3.31309], [-0.70086, 1.12948, 4.81127], [-1.68679, -4.95960, -1.70491], [-1.97491, -5.09053, -0.19489], [-0.83579, -5.59072, 0.69620], [-0.44783, -6.84206, 0.38043], [-1.25316, -5.62436, 1.98728], [-3.08577, -5.84674, -0.01607], [-2.27971, -3.84301, 0.23520], [-2.13376, -6.01320, -2.56852], [-1.35756, -7.12937, -2.79561], [-2.04373, -8.40892, -2.30938], [-2.29347, -8.36000, -0.98889], [-1.23734, -9.47610, -2.53169], [-0.12490, -6.98346, -2.28079], [-1.20274, -7.23037, -4.13847], [-2.26990, -4.09832, -2.02787], [-0.65081, -4.68841, -1.90095], [0.02821, -4.92385, 0.63322], [-2.98846, -8.55959, -2.83516]], "lowdin_charge": [-0.021, -0.095, -0.360, -0.227, 0.640, -0.597, 0.061, 0.052, -0.532, -0.023, 0.000, -0.203, -0.240, 0.605, -0.192, -0.161, -0.253, -0.108, -0.103, -0.106, -0.117, -0.108, -0.222, -0.351, -0.043, -0.084, -0.458, 0.008, 0.070, 0.062, 0.052, 0.108, 0.128, 0.050, 0.020, 0.093, 0.074, 0.108, 0.085, 0.071, 0.079, 0.022, 0.019, 0.024, 0.038, 0.026, 0.010, 0.086, 0.105, 0.101, 0.100, 0.107, 0.150, 0.062, 0.089, 0.091, 0.071, 0.076, 0.082, -0.024, -0.443, -0.298, 0.092, 0.089, 0.124, 0.109, 0.042, -0.542, -0.287, 0.102, 0.090, 0.149, 0.136, 0.153, 0.143, 0.172, 0.173], "multiplicity": 1, "homo_energy_ev": -4.19, "total_charge": -1, "gap_ev": 6.57, "lumo_energy_ev": 2.4}

=====

{"formula": "C23H34BrINO10S3", "method": "ωB97M-V with the def2-TZVPD basis set", "elements": ["O", "C", "I", "C", "O", "C", "O", "C", "C", "Br", "C", "N", "C", "C", "C", "C", "C", "O", "H", "H", "H", "H", "H", "H", "H", "H", "H", "H", "C", "C", "C", "S", "O", "O", "C", "H", "H", "H", "H", "H", "H", "H", "H", "C", "C", "C", "S", "O", "O", "C", "H", "H", "H", "H", "H", "H", "H", "H", "C", "C", "C", "S", "O", "O", "C", "H", "H", "H", "H", "H", "H", "H", "H"], "xyz": [[-3.09340, -3.25445, -0.76043], [-3.01188, -2.35050, 0.00671], [-3.03881, -0.32148, -0.57908], [-2.90220, -2.60413, 1.50443], [-1.85711, -3.55184, 1.78128], [-0.62975, -3.08090, 1.70119], [-0.29491, -1.99117, 1.33740], [0.39186, -4.10050, 2.13595], [0.59868, -5.26344, 1.39612], [-0.34642, -5.61076, -0.16784], [1.53996, -6.17392, 1.82478], [2.24040, -5.91765, 2.93424], [2.09718, -4.79057, 3.65123], [1.16874, -3.84817, 3.27770], [0.99009, -2.58820, 4.07500], [0.12142, -2.82981, 5.31421], [-1.26828, -3.55701, 5.00629], [-0.94222, -2.07414, 5.50210], [-3.82256, -3.09816, 1.80226], [-2.79709, -1.69005, 2.07923], [1.74437, -7.09223, 1.30034], [2.91951, -6.60116, 3.24402], [2.71535, -4.67242, 4.52591], [0.47941, -1.83471, 3.49088], [1.96459, -2.23979, 4.41992], [0.62391, -3.15715, 6.22838], [-1.07057, -4.21707, 5.89568], [-2.32913, -3.51209, 5.24790], [-1.81062, 1.71743, -5.56272], [-0.96275, 2.97112, -5.31604], [-1.61326, 3.74378, -4.16141], [-2.45392, 2.51814, -3.15227], [-3.87443, 2.75431, -3.20288], [-1.78661, 2.37868, -1.87585], [-2.06560, 1.10881, -4.18811], [-1.30480, 1.01205, -6.22009], [-2.76122, 1.98989, -6.02690], [0.04486, 2.67349, -5.04293], [-0.89305, 3.59396, -6.20659], [-0.88659, 4.26300, -3.54184], [-2.36991, 4.44412, -4.50956], [-2.89874, 0.41019, -4.15943], [-1.16713, 0.64350, -3.78315], [-1.43687, 3.53918, 5.13083], [-0.64823, 2.27915, 4.74194], [-1.55468, 1.07397, 5.02330], [-3.24484, 1.66104, 4.84799], [-3.89422, 1.57602, 6.12968], [-3.83679, 1.05696, 3.68073], [-2.82490, 3.36911, 4.51785], [-0.95458, 4.44601, 4.77087], [-1.51620, 3.60873, 6.21742], [-0.40410, 2.31883, 3.67859], [0.28922, 2.20170, 5.29132], [-1.41039, 0.25886, 4.31965], [-1.44408, 0.70591, 6.04122], [-3.58642, 4.00919, 4.95606], [-2.80424, 3.49634, 3.43591], [5.17689, 1.30984, -5.00299], [5.23374, 1.81425, -6.45171], [3.79357, 2.11029, -6.89030], [2.89583, 2.54071, -5.39186], [1.90225, 1.52127, -5.14804], [2.53771, 3.93452, -5.41147], [4.25653, 2.27354, -4.26005], [6.16471, 1.27486, -4.54690], [4.75771, 0.30181, -4.97675], [5.82828, 2.72805, -6.49631], [5.70004, 1.08813, -7.11486], [3.72786, 2.94700, -7.58054], [3.30849, 1.23570, -7.31855], [3.86545, 1.88175, -3.32430], [4.73489, 3.23828, -4.09476]], "lowdin_charge": [0.019, -0.850, 1.065, -0.143, 0.013, -0.515, 0.169, -0.039, -0.565, 0.969, -0.052, 0.118, 0.040, -0.108, -0.047, -0.320, 0.044, -0.048, 0.147, 0.107, 0.142, 0.188, 0.157, 0.122, 0.139, 0.157, 0.084, 0.132, -0.210, -0.212, -0.205, 0.618, -0.323, -0.418, -0.245, 0.116, 0.120, 0.063, 0.122, 0.104, 0.105, 0.098, 0.105, -0.215, -0.211, -0.233, 0.658, -0.313, -0.335, -0.224, 0.116, 0.120, 0.117, 0.111, 0.078, 0.101, 0.110, 0.110, -0.220, -0.210, -0.213, 0.668, -0.333, -0.314, -0.228, 0.115, 0.118, 0.118, 0.115, 0.105, 0.105, 0.107, 0.110], "multiplicity": 1, "homo_energy_ev": -11.36, "total_charge": 1, "gap_ev": 6.65, "lumo_energy_ev": -4.7}

=====

Which formula does entry 2 have? C23H34AsCoN6O8P2SSe